1.
C6H6IO4S | ωB97M-V/def2-TZVPD

Computed properties:
**Calculated total energy**: -1229.1030 Eh
**Energy relative to the best compared isomer or geometry (same formula, charge and spin)**: 0.0 kcal/mol
**HOMO energy**: -5.3 eV
**Multiplicity**: 1
**Charge**: -1

Last column: Mulliken charge in e.
Atoms and positions in Å:
I (2.54230, -1.28041, -1.02976)  0.15
S (1.71142, 1.56554, -0.15427)  1.18
O (0.54772, 2.30652, 0.30522)  -0.63
O (2.72640, 1.37238, 0.91168)  -0.60
O (2.09313, 1.87148, -1.53651)  -0.61
O (-3.13713, -0.06951, 0.48405)  -0.63
C (-2.00725, -0.31599, 0.15270)  0.30
C (0.27583, -0.56466, 0.97989)  -0.57
C (-1.46359, 0.05323, -1.09719)  -0.81
C (0.81876, -0.24723, -0.38428)  -0.30
C (-0.13404, -0.01994, -1.43501)  -0.19
C (-1.09504, -1.21676, 1.04722)  -0.54
H (0.20783, 0.52464, 1.48123)  0.32
H (-1.29371, -1.23555, 2.09859)  0.35
H (0.40801, 0.37087, -2.29512)  0.45
H (-2.06189, 0.33719, -1.85222)  0.57
H (0.98599, -1.20775, 1.74463)  0.29
H (-1.12474, -2.24406, 0.57916)  0.27

2.
C6H6LiO2V | ωB97M-V/def2-TZVPD

Computed properties:
**Calculated total energy**: -1333.4843 Eh
**Energy relative to the best compared isomer or geometry (same formula, charge and spin)**: 0.0 kcal/mol
**HOMO energy (spin up / spin down)**: -14.8 / -17.3 eV
**Multiplicity**: 5
**Charge**: +2

Last column: Mulliken charge in e.
Atoms and positions in Å:
V (3.63217, 0.67963, -1.19536)  0.80
O (2.10087, 0.07439, -0.21293)  -0.78
O (-0.83963, -0.94755, 2.61312)  -0.04
C (1.56254, -1.07330, -0.52824)  0.30
C (-1.45795, 1.86695, 0.28055)  -0.89
C (-1.07148, 0.79890, -0.42084)  -0.43
C (-0.83149, -0.77505, 1.50548)  0.22
C (0.27829, -1.48493, -0.48811)  -0.74
C (-0.91942, -0.62333, 0.07242)  0.81
Li (1.50145, 1.36873, 1.00561)  0.82
H (-1.68738, 1.83486, 1.34883)  0.29
H (-1.58878, 2.82488, -0.22519)  0.30
H (-1.84352, -1.17359, -0.19262)  0.33
H (0.05674, -2.52624, -0.70968)  0.40
H (1.99361, -1.71378, -1.35671)  0.26
H (-0.88602, 0.86945, -1.49631)  0.36

3.
C6H6N | ωB97M-V/def2-TZVPD

Computed properties:
**Calculated total energy**: -286.4243 Eh
**Energy relative to the best compared isomer or geometry (same formula, charge and spin)**: 132.4 kcal/mol
**HOMO energy**: -14.2 eV
**Multiplicity**: 1
**Charge**: +1

Last column: Mulliken charge in e.
Atoms and positions in Å:
N (-1.18698, 1.19521, 0.91666)  -0.21
C (0.78817, 0.05433, -0.64361)  -0.23
C (0.24598, -0.83670, 0.39899)  -0.09
C (1.57573, -0.16195, -1.69150)  -0.79
C (-0.35559, 0.28741, 1.62821)  -0.21
C (-2.00390, 0.51634, 0.24319)  -0.05
C (-1.17190, -0.51520, 0.74353)  0.42
H (2.04008, 0.54342, -2.27495)  0.33
H (1.87569, -1.17591, -1.82692)  0.25
H (-0.16208, 0.01507, 2.65572)  0.34
H (0.54479, -1.77995, 0.76763)  0.48
H (-2.69377, 0.77570, -0.47060)  0.45
H (0.50379, 1.08222, -0.44636)  0.31

4.
C6H6N | ωB97M-V/def2-TZVPD

Computed properties:
**Calculated total energy**: -286.4943 Eh
**Energy relative to the best compared isomer or geometry (same formula, charge and spin)**: 88.5 kcal/mol
**HOMO energy**: -13.4 eV
**Multiplicity**: 1
**Charge**: +1

Last column: Mulliken charge in e.
Atoms and positions in Å:
N (-0.07217, -0.92884, -0.47844)  -0.10
C (-0.22282, 0.75056, 1.01110)  0.67
C (-0.99884, -1.45284, 0.54773)  -0.19
C (0.34826, 0.27876, -0.19077)  0.40
C (1.16145, 1.29387, -0.96293)  -1.24
C (-0.83248, 0.89834, 2.25372)  -0.73
C (-1.05777, -0.30004, 1.49929)  0.08
H (0.10007, -1.29775, -1.44930)  0.31
H (1.47384, 2.08408, -0.30724)  0.37
H (0.47612, 1.70271, -1.60857)  0.39
H (2.02422, 0.78424, -1.41239)  0.42
H (-1.97598, -1.56970, 0.01170)  0.32
H (-0.42389, -2.24339, 1.08610)  0.30